No. 1
DFT (ωB97M-V/def2-TZVPD) results for C6H16CsO2 as an isolated structure.

Summary:
* E_tot: -408.61640 Eh
* total charge: +1
* lowest unoccupied orbital energy: -3.33 eV

Geometry as XYZ:
```
25
Properties=species:S:1:pos:R:3:forces:R:3
Cs -7.961 6.528 3.304 0.00 0.20 -0.21
C -9.183 4.699 7.546 1.48 -0.44 0.15
C -9.141 5.713 6.434 -0.02 -0.36 0.32
C -10.221 6.739 6.593 -0.71 0.79 -0.21
O -7.848 6.308 6.220 0.06 0.42 0.71
H -8.441 3.871 7.359 -0.74 0.83 0.30
H -10.174 4.283 7.598 -0.38 -0.25 0.11
H -8.954 5.197 8.487 0.01 -0.18 0.24
H -9.296 5.107 5.574 -0.22 -0.29 -1.31
H -10.126 7.572 5.881 -0.16 -0.38 -0.22
H -10.070 7.237 7.540 -0.17 0.05 0.58
H -11.263 6.333 6.567 0.99 0.23 -0.02
H -7.592 6.833 7.008 -0.23 -0.48 -0.55
C -7.690 10.609 -0.887 1.29 0.50 1.28
C -7.947 10.542 0.604 -1.13 1.43 1.53
C -9.301 11.044 1.138 0.84 0.64 -1.42
O -7.885 9.224 1.058 1.56 -2.02 0.70
H -8.107 9.706 -1.298 -0.28 -0.05 -0.67
H -6.577 10.637 -1.014 -0.93 -0.15 -0.30
H -8.099 11.541 -1.245 -0.17 0.05 -0.62
H -7.249 11.167 1.201 0.23 -0.37 -0.58
H -10.124 10.690 0.550 -0.54 -0.39 -0.36
H -9.224 12.117 0.953 -0.56 0.15 0.60
H -9.455 10.762 2.175 0.19 0.30 0.08
H -6.939 8.999 1.025 -0.42 -0.23 -0.12
```
Positions in Å, forces in eV/Å.

***

No. 2
DFT (ωB97M-V/def2-TZVPD) results for a 2-piece molecular cluster, C2H3NOS overall.

Summary:
* E_tot: -606.13592 Eh
* total charge: 0
* lowest unoccupied orbital energy: -0.46 eV

Geometry as XYZ:
```
8
Properties=species:S:1:pos:R:3:forces:R:3
N -0.801 0.664 -0.643 -2.82 -3.87 2.85
C -1.801 0.091 -0.301 0.49 0.12 -0.98
O -2.685 -0.613 0.007 0.38 0.53 0.19
H -0.421 1.368 -1.106 1.53 3.51 -2.25
C 1.363 -0.400 0.602 -0.17 -0.85 -1.86
S 2.728 -0.082 -0.272 -1.63 -0.36 1.36
H 1.065 0.084 1.542 0.45 -0.12 -0.28
H 0.552 -1.113 0.171 1.77 1.04 0.96
```
Positions in Å, forces in eV/Å.

***

No. 3
DFT (ωB97M-V/def2-TZVPD) results for a 2-piece molecular cluster, C2H10N4 overall.

Summary:
* E_tot: -301.16050 Eh
* total charge: 0
* lowest unoccupied orbital energy: 0.90 eV

Geometry as XYZ:
```
16
Properties=species:S:1:pos:R:3:forces:R:3
H 2.548 2.251 1.794 -1.58 0.19 -1.16
N 2.032 2.490 0.898 1.34 -0.16 1.14
C 1.871 1.454 0.166 0.74 -0.24 2.47
N 1.581 1.620 -1.132 -0.92 0.39 -0.28
H 1.921 0.448 0.670 0.33 0.51 -1.33
H 1.603 0.875 -1.786 -0.42 -0.33 -0.31
H 1.103 2.502 -1.300 0.48 -0.39 -0.54
N -1.182 -2.817 -0.080 2.85 1.60 2.10
C -1.155 -1.333 0.179 -1.64 -1.10 -2.76
N -2.537 -0.909 0.077 -1.44 -0.46 0.90
H -1.980 -3.002 -0.557 -2.71 -0.60 -2.77
H -1.515 -3.167 0.807 0.52 -0.40 0.64
H -0.785 -1.293 1.165 0.79 1.06 0.93
H -0.711 -0.733 -0.643 1.35 -0.86 0.88
H -2.746 0.075 0.150 0.14 0.01 -0.27
H -2.990 -1.372 -0.714 0.15 0.79 0.35
```
Positions in Å, forces in eV/Å.

***

No. 4
DFT (ωB97M-V/def2-TZVPD) results for C12H15BeN6OS as an isolated structure.

Summary:
* E_tot: -1282.88732 Eh
* total charge: +1
* lowest unoccupied orbital energy: -3.67 eV

Geometry as XYZ:
```
36
Properties=species:S:1:pos:R:3:forces:R:3
Be -0.826 -1.124 -0.986 0.15 -0.20 0.06
N -1.301 -4.916 0.104 0.11 0.00 -0.03
C -1.362 -3.651 -0.315 -0.22 -0.04 -0.05
S -0.096 -3.050 -1.360 -0.03 0.11 -0.02
N -2.441 -2.955 0.048 0.15 0.01 -0.01
N -2.332 -1.723 -0.464 -0.02 0.14 0.03
C -3.303 -0.918 -0.676 0.01 -0.01 0.02
C -2.884 0.247 -1.469 0.02 -0.01 -0.04
C -3.727 1.253 -1.901 -0.04 0.00 0.05
C -3.215 2.240 -2.728 0.00 0.03 -0.03
C -1.878 2.202 -3.094 -0.04 0.05 0.00
C -1.090 1.175 -2.613 0.06 -0.06 0.09
N -1.577 0.216 -1.826 -0.12 -0.06 -0.06
H -0.573 -5.523 -0.226 0.00 0.00 0.03
H -2.069 -5.297 0.631 -0.01 0.01 0.01
H -4.330 -1.126 -0.403 0.00 0.00 -0.03
H -4.765 1.251 -1.597 0.02 0.01 -0.02
H -3.858 3.032 -3.090 0.01 0.00 0.01
H -1.449 2.952 -3.743 0.00 -0.01 0.00
H -0.038 1.107 -2.861 -0.01 -0.02 -0.01
N 0.196 -0.455 0.195 -0.01 -0.02 -0.12
C 1.017 -0.158 0.950 0.10 0.16 0.24
N 1.916 0.169 1.829 -0.08 -0.04 -0.05
C 1.757 1.373 2.672 0.03 -0.02 -0.05
C 2.719 2.440 2.178 0.03 -0.02 -0.02
O 4.043 1.944 2.152 -0.01 -0.01 0.02
C 4.184 0.847 1.271 -0.02 0.03 0.00
C 3.309 -0.312 1.713 -0.02 -0.01 0.00
H 2.005 1.085 3.693 -0.02 -0.01 0.02
H 0.723 1.710 2.635 -0.01 -0.02 -0.01
H 2.710 3.295 2.851 0.01 0.02 0.00
H 2.420 2.774 1.176 0.00 0.02 -0.02
H 5.232 0.554 1.292 0.02 0.01 -0.01
H 3.920 1.146 0.248 0.01 0.01 -0.02
H 3.614 -0.659 2.700 -0.01 -0.03 0.01
H 3.350 -1.144 1.013 -0.02 0.00 -0.01
```
Positions in Å, forces in eV/Å.

***

No. 5
DFT (ωB97M-V/def2-TZVPD) results for one molecule with the formula C4H9NO2.

Summary:
* E_tot: -362.98533 Eh
* total charge: 0
* lowest unoccupied orbital energy: 0.91 eV

Geometry as XYZ:
```
16
Properties=species:S:1:pos:R:3:forces:R:3
C 1.334 0.189 2.167 0.17 0.03 0.50
O 1.004 0.440 0.839 0.16 0.16 0.22
C 0.656 -0.717 0.147 0.07 -0.01 -0.04
C 0.101 -0.267 -1.150 -0.20 1.07 0.67
N -1.119 0.787 -0.786 0.57 -1.41 -0.80
C -2.092 0.493 -1.650 -0.15 -0.84 -0.84
O -1.931 -0.446 -2.417 -1.46 0.28 -0.73
H 0.490 -0.274 2.701 0.15 0.07 0.01
H 2.207 -0.476 2.238 -0.07 0.09 0.10
H 1.566 1.158 2.606 0.06 -0.14 0.21
H -0.127 -1.300 0.668 0.20 0.24 0.07
H 1.517 -1.397 0.007 -0.08 0.24 -0.03
H -0.097 -1.202 -1.724 -0.97 1.25 0.49
H 0.763 0.313 -1.789 0.26 0.10 0.36
H -1.248 1.622 -0.175 1.16 -1.38 -0.56
H -3.023 1.076 -1.681 0.15 0.25 0.36
```
Positions in Å, forces in eV/Å.

***

No. 6
DFT (ωB97M-V/def2-TZVPD) results for a 14-piece molecular cluster, C16H60N10O14 overall.

Summary:
* E_tot: -2246.62436 Eh
* total charge: 0
* lowest unoccupied orbital energy: 0.44 eV

Geometry as XYZ:
```
100
Properties=species:S:1:pos:R:3:forces:R:3
C -2.319 -3.901 3.781 0.01 0.49 -0.68
O -2.835 -3.278 4.679 -0.33 0.12 0.87
N -1.610 -5.027 3.934 0.02 -0.43 0.80
N -2.429 -3.429 2.472 1.15 -0.57 0.41
H -1.738 -5.488 4.819 0.37 -0.05 -0.12
H -1.125 -5.445 3.170 0.23 -0.35 -0.44
H -2.434 -4.147 1.779 0.07 -0.39 -0.49
H -3.257 -2.915 2.492 -1.39 1.27 -0.52
C -3.112 3.291 -1.500 -2.62 -0.71 1.21
O -4.326 2.905 -1.517 1.95 0.37 -0.09
N -2.356 3.186 -0.362 0.34 0.02 -0.97
N -2.544 3.901 -2.548 0.77 0.05 -0.27
H -2.742 2.802 0.486 0.07 0.03 -0.32
H -1.350 3.151 -0.476 -0.15 0.26 0.35
H -1.572 4.191 -2.486 -0.18 0.02 -0.21
H -3.076 4.046 -3.392 0.07 -0.06 0.27
C 1.716 3.744 -2.017 1.68 -0.84 1.19
O 0.504 3.809 -2.272 0.86 -0.75 -0.87
N 2.261 4.616 -1.111 -0.39 0.67 0.28
N 2.708 2.825 -2.503 -1.96 2.70 0.73
H 3.011 4.319 -0.484 -0.07 -0.06 -0.45
H 1.609 5.307 -0.736 0.35 -0.57 -0.24
H 3.588 2.783 -2.019 -0.19 0.22 0.20
H 2.362 1.979 -2.846 -0.74 -1.57 -0.90
C 0.093 0.402 -4.208 0.49 -2.70 -0.02
O 1.269 0.434 -3.815 -0.87 -0.35 -0.31
N -0.565 -0.757 -4.654 -0.49 1.66 -0.27
N -0.698 1.448 -4.233 -0.77 2.30 -0.15
H -1.573 -0.806 -4.855 0.92 0.32 0.56
H -0.146 -1.635 -4.597 1.05 -1.09 0.18
H -0.476 2.272 -3.733 1.06 0.78 0.52
H -1.664 1.454 -4.441 -0.65 -0.83 -0.15
C -3.735 -0.520 -3.080 -2.05 3.01 1.35
O -3.243 -1.498 -3.540 0.94 -2.35 -0.40
N -3.608 0.719 -3.676 -0.30 0.71 -0.68
N -4.507 -0.394 -1.928 0.51 -1.12 0.05
H -4.104 1.478 -3.199 0.30 -0.12 -0.51
H -3.546 0.739 -4.700 -0.33 -0.08 0.82
H -4.431 -1.102 -1.204 -0.17 0.29 -0.42
H -5.093 0.410 -1.711 0.68 -0.27 -0.15
C -0.927 -4.105 -2.432 0.01 1.48 -0.10
O -1.136 -3.914 -1.028 0.73 -2.13 -0.25
H -1.729 -3.691 -2.995 -0.88 0.69 -0.31
H -0.026 -3.621 -2.810 0.27 0.01 0.35
H -0.916 -5.113 -2.765 0.22 -1.25 0.70
H -1.398 -3.046 -0.786 -0.35 1.30 -0.24
C 3.474 -1.030 -1.097 0.23 1.01 0.35
O 3.288 -1.252 0.299 -1.90 -0.52 0.20
H 3.112 -1.851 -1.672 -0.04 -0.87 -0.48
H 2.932 -0.142 -1.482 0.61 -0.22 0.36
H 4.548 -0.928 -1.171 0.16 0.13 -0.62
H 2.367 -1.610 0.403 1.31 0.57 0.32
C 4.987 1.005 3.084 -0.59 -1.03 1.11
O 4.077 0.965 2.008 -0.80 -0.76 -0.78
H 5.842 1.623 2.906 0.41 0.44 -0.53
H 4.479 1.390 3.974 0.03 0.12 -0.03
H 5.333 0.004 3.360 0.07 0.04 -0.19
H 3.811 0.051 1.708 0.75 0.92 0.25
C 0.121 4.014 2.764 2.40 0.21 0.54
O -0.350 3.186 1.767 -0.03 -0.58 -1.42
H 1.016 3.524 3.231 -0.44 0.58 -0.08
H 0.436 5.038 2.452 -0.32 -0.59 -0.07
H -0.602 4.092 3.530 -0.97 0.21 0.76
H 0.407 2.852 1.236 -0.63 -0.01 0.24
C 0.553 -0.580 3.477 -0.75 0.21 1.99
O 1.660 -0.582 2.604 0.34 1.05 0.21
H -0.128 -1.369 3.225 -0.42 -0.28 -0.61
H 0.797 -0.813 4.548 0.38 0.22 -0.82
H 0.015 0.390 3.524 0.23 -0.46 -0.45
H 2.124 0.253 2.815 0.15 -0.68 -0.23
C 5.520 2.558 -0.310 -1.69 -1.04 0.15
O 4.379 3.158 0.388 1.21 0.52 -1.18
H 5.257 1.468 -0.449 0.41 1.06 -0.33
H 5.712 3.064 -1.284 -0.25 -0.29 0.81
H 6.400 2.558 0.311 0.42 0.36 0.19
H 3.957 2.458 0.891 0.01 -0.47 0.28
C -6.104 1.277 1.487 -0.40 -0.88 2.41
O -5.007 0.788 0.818 1.68 -0.26 -0.91
H -5.881 1.715 2.490 0.18 -0.36 -0.44
H -6.592 2.030 0.968 -1.16 1.38 -1.27
H -6.786 0.427 1.667 0.17 0.43 -0.13
H -4.518 1.498 0.360 -0.57 -0.26 0.11
C -0.777 -0.002 -0.070 1.13 0.19 -0.87
C 0.528 0.538 -0.654 -1.12 1.25 0.14
O 1.251 1.378 0.258 0.29 -0.53 0.23
H -1.409 0.802 0.268 -0.38 0.04 0.04
H -0.507 -0.644 0.736 -0.16 -0.61 0.86
H -1.210 -0.595 -0.877 -0.50 0.05 0.09
H 0.299 1.200 -1.496 0.19 -0.27 -0.02
H 1.118 -0.287 -1.003 0.38 -0.27 -0.23
H 1.565 0.800 0.976 -0.16 0.14 -0.22
C 1.818 -5.167 2.653 -0.25 -2.29 0.81
C 1.340 -5.246 1.237 -1.12 1.06 -0.20
O -0.098 -5.450 1.176 0.19 0.74 -0.43
H 1.415 -6.105 3.156 0.62 1.01 -0.30
H 1.440 -4.340 3.210 -0.26 0.75 0.22
H 2.915 -5.209 2.723 -0.32 0.10 -0.10
H 1.801 -6.093 0.759 0.42 -0.11 -0.53
H 1.547 -4.279 0.744 0.25 -0.55 -0.23
H -0.442 -4.905 0.417 0.37 -0.71 0.75
```
Positions in Å, forces in eV/Å.

***

> Which value of total charge does entry 6 give?

0

***

> lowest unoccupied orbital energy of number 3 (C2H10N4)?

0.90 eV

***

> What is the formula in the second record?

C2H3NOS